{
  "formula": "C4H7BO2S",
  "method": "ωB97M-V/def2-TZVPD",
  "lumo_ev": [-0.39, -0.68],
  "homo_lumo_gap_ev": [7.46, 6.95],
  "largest_force_ev_per_a": 2.9,
  "e_tot_ha": -730.0409,
  "e_homo_ev": [-7.84, -7.63],
  "symbols": ["B", "C", "C", "C", "C", "O", "O", "S", "H", "H", "H", "H", "H", "H", "H"],
  "positions_angstrom": [[0.02777, 1.77059, -0.03844], [1.17146, -0.81314, -0.45524], [-1.73973, 0.50951, 0.57918], [0.78103, 0.39085, -0.16065], [0.28821, -1.99854, -0.45361], [-0.10439, 2.62722, 1.00273], [-0.08723, 2.19381, -1.37842], [-2.98570, 0.77596, -0.40097], [2.24562, -0.79936, -0.78189], [-1.84950, 0.39191, 1.68889], [0.37858, -2.51202, -1.40397], [-0.71593, -1.59375, -0.16274], [0.69510, -2.79997, 0.30764], [-0.94015, 3.15029, 0.86154], [-0.27570, 3.09107, -1.66635]],
  "lowdin_charge": [-0.910, -0.192, -0.546, 0.222, -0.095, 0.121, 0.078, 0.671, 0.137, 0.033, 0.070, 0.063, 0.117, 0.136, 0.096]
}